Entry 1:
Computed, not measured: a structure of composition C19H16B2Cl5F4LuN6O7S2, with ωB97M-V with the def2-TZVPD basis set.

**Energy**: -173369.775 eV
**Net charge**: -1
**Energy relative to the best compared isomer or geometry (same formula, charge and spin)**: 0.7920 eV
**<S²>**: 0.757
**Multiplicity**: 2
**Orbital gap (spin up / spin down)**: 2.34 / 5.50 eV
**HOMO (spin up / spin down)**: -2.03 / -5.14 eV
**Max |F|**: 3.301 eV/A

Each line ends with the Löwdin charge.
Element x y z (Å)
H  -5.95898  0.11444  -0.29893  0.075
H  -3.61181  3.00714  1.29639  0.075
S  -1.56754  -2.19626  3.53865  0.907
H  -1.51062  1.29132  -4.75629  0.093
C  4.92945  -2.30940  -0.24799  -0.723
F  -1.47671  -2.70243  -1.03083  -0.069
H  4.27506  1.12406  4.65474  0.110
H  2.46440  0.27012  0.81108  0.136
C  3.58057  0.56074  2.64520  -0.001
H  -5.39306  -0.49030  -1.92681  0.080
C  0.56193  2.61524  -3.06540  -0.010
C  -0.78188  0.49471  -4.60529  -0.013
C  3.85409  -3.29663  1.75716  -0.710
Cl  3.90315  -3.98147  3.35560  0.647
O  0.16906  -0.09967  1.76221  -0.307
O  -1.39646  2.21166  1.10341  -0.006
H  -5.08880  2.27258  0.52522  0.062
B  -0.67086  3.07914  0.16837  -1.088
Cl  3.46186  -1.37143  -2.30013  0.749
F  -1.44963  3.48040  -0.95232  0.110
H  1.95739  0.63322  5.75152  0.119
O  -1.49296  -1.69528  -3.21214  0.056
C  2.19936  0.56806  4.66087  -0.063
H  4.55991  0.62859  2.13782  0.132
C  -4.02532  2.46909  0.46264  -0.024
H  0.16359  0.61568  -5.12359  0.079
C  -3.20943  1.23403  0.24533  -0.288
Lu  -0.71155  -0.83936  -0.06725  1.754
Cl  6.55275  -3.12347  1.73243  0.673
C  1.10065  0.30816  3.82423  -0.488
O  0.48398  2.29106  -0.41263  -0.021
C  3.69404  -2.04616  -0.77006  -0.673
C  2.47785  -2.36169  -0.04483  -0.460
Cl  1.21609  -3.79255  1.84674  0.718
O  -3.44274  -1.66369  -1.82152  0.049
N  -0.83188  -0.76995  -2.49828  -0.024
H  1.20104  2.34100  -3.92912  0.083
N  -3.00011  -0.76277  -0.82349  -0.046
C  -5.24876  0.26165  -1.12224  -0.022
O  1.33486  -1.83449  -0.37726  -0.260
N  0.09335  1.22045  -1.13417  -0.042
O  -1.77531  -1.87457  2.09968  -0.554
N  -1.97342  1.09781  0.59808  -0.078
C  5.03283  -2.88119  1.07557  -0.761
H  -5.48865  1.27610  -1.51443  0.078
C  2.46605  0.35987  1.87408  0.016
F  -0.18873  4.15142  0.91079  0.136
N  -1.17511  -1.09102  4.52270  -0.704
H  -1.18073  -0.47480  -4.95874  0.087
H  -0.31321  3.15871  -3.43207  0.089
C  -3.82456  0.18963  -0.56800  -0.275
H  -3.89958  3.13037  -0.44894  0.109
F  -2.67507  -3.64213  -2.84971  0.148
C  0.05888  1.38087  -2.38848  -0.294
C  2.64106  -3.15156  1.14163  -0.643
C  -0.52055  0.30419  -3.15772  -0.263
Cl  6.34436  -1.85971  -1.10311  0.673
S  -0.45827  0.40755  4.51907  0.969
C  3.43863  0.77812  4.04614  -0.035
H  1.16696  3.20992  -2.33093  0.103
B  -2.30978  -2.43781  -2.26562  -1.069
N  1.26884  0.21274  2.47097  -0.100

***

Entry 2:
Computed, not measured: a structure of composition C19H16Br2N4O9RuS, with ωB97M-V with the def2-TZVPD basis set.

**Energy**: -197827.024 eV
**Net charge**: +2
**<S²>**: 6.038
**Multiplicity**: 5
**Orbital gap (spin up / spin down)**: 7.60 / 5.54 eV
**HOMO (spin up / spin down)**: -15.15 / -15.33 eV
**Max |F|**: 1.654 eV/A

Each line ends with the Löwdin charge.
Element x y z (Å)
C  0.89711  4.40692  -0.16136  -0.561
Br  4.96929  4.98773  -0.07757  0.994
H  5.30844  2.24537  -0.54901  0.111
H  2.52575  -0.93876  -1.22620  0.133
C  -5.17463  3.12660  -1.08238  -0.115
C  3.29809  4.17170  -0.20642  -0.553
H  4.85967  -0.13265  -1.07562  0.138
O  -0.39748  2.42628  -0.47623  -0.152
O  -0.04726  -1.50508  -0.61425  -0.185
C  2.73370  0.09242  -0.97669  -0.046
H  -3.13247  -1.47717  0.95368  0.064
C  1.92472  2.20551  -0.51751  -0.127
H  -4.76000  -1.94173  1.42710  0.096
H  2.26575  6.02602  0.07236  0.122
H  -6.00574  2.77579  -0.47056  0.082
O  3.37262  -6.29633  1.42257  0.132
C  -4.68893  -0.11270  0.32168  -0.348
N  3.36787  -5.17551  1.87421  -0.342
O  0.23790  -0.10606  1.63402  -0.031
Br  -0.63772  5.44822  0.00041  0.956
H  -4.92242  -0.58284  -0.63352  0.105
H  -5.57359  0.38137  0.72556  0.108
H  2.81204  -2.69524  2.70629  0.148
O  -0.92835  -3.54053  -1.97978  0.112
Ru  -0.30846  0.42737  -0.56501  1.578
C  0.73831  3.00818  -0.37549  -0.318
H  1.70322  -5.63906  -0.17759  0.149
H  -3.38729  2.36356  -2.05914  0.094
C  2.16199  4.96056  -0.08157  -0.115
C  -4.08643  -1.09387  1.31358  -0.115
H  -5.60036  3.57101  -1.98120  0.095
N  1.69258  0.88955  -0.75798  -0.017
C  3.20814  2.75560  -0.44242  -0.148
O  -2.30996  0.41581  -0.60927  -0.661
C  2.38602  -4.23097  1.28752  -0.089
C  1.62064  -4.62904  0.20185  0.118
S  -3.49030  1.21539  -0.02179  1.049
C  0.75500  -3.74122  -0.38986  -0.016
H  -4.75244  1.21941  -2.05171  0.101
H  -3.94612  -0.64204  2.29533  0.088
C  4.29198  1.88199  -0.61945  0.042
O  2.15434  -0.38190  2.55256  0.164
C  -4.24142  1.99933  -1.48819  -0.358
N  -0.06450  -4.25970  -1.52119  -0.332
C  0.63025  -2.38925  0.05550  -0.226
H  -4.64875  3.91242  -0.54104  0.079
O  0.17963  -5.38915  -1.87531  0.125
C  2.25056  -2.97996  1.82696  0.105
C  1.36918  -2.08099  1.24315  -0.072
N  1.27001  -0.77765  1.84041  -0.313
O  4.07433  -4.73152  2.75357  0.116
C  4.04544  0.55682  -0.90300  0.034